[1]
{"formula": "C4H6N2O", "method": "ωB97M-V with the def2-TZVPD basis set", "species": ["C", "C", "C", "O", "N", "C", "N", "H", "H", "H", "H", "H", "H"], "coordinates": [[-1.50772, 0.05728, -0.47290], [0.95202, 0.69039, -0.49714], [-0.07434, -0.13968, 0.21914], [-2.48313, -0.50457, 0.32874], [0.06250, -0.89256, 1.19466], [2.33942, 0.29203, 0.00885], [2.97421, -0.31618, 0.75978], [-2.03321, -1.08730, 0.96332], [1.19732, -1.04257, 1.40420], [-1.72274, 1.11875, -0.63767], [-1.43891, -0.44599, -1.44823], [0.92101, 0.52559, -1.57494], [0.81358, 1.74480, -0.24781]], "forces_ev_per_angstrom": [[1.65, -0.40, 1.12], [2.59, -0.13, 0.11], [-1.83, 1.04, -1.65], [-0.49, -0.24, 0.24], [3.28, -1.32, 0.90], [-1.84, -0.45, 0.53], [0.51, 0.57, -0.68], [-0.04, 0.08, -0.06], [-3.63, 0.63, -0.31], [0.12, -0.07, 0.03], [0.03, 0.08, -0.01], [-0.19, 0.25, 0.03], [-0.15, -0.04, -0.28]], "nbo_charge": [-0.09, -0.56, 0.28, -0.71, -0.62, 0.29, -0.34, 0.49, 0.38, 0.18, 0.17, 0.26, 0.27], "gap_ha": 0.4039, "smiles": "[H]/N=C(/CO)CC#N", "energy_ev": -9271.309, "lumo_ev": 0.44, "e_homo_ev": -10.5551}

[2]
{"formula": "C33H57GdN3O4Si", "method": "ωB97M-V with the def2-TZVPD basis set", "species": ["O", "O", "C", "C", "H", "H", "H", "H", "H", "C", "C", "H", "H", "H", "H", "H", "C", "C", "C", "H", "H", "H", "H", "H", "C", "H", "H", "H", "H", "H", "H", "N", "C", "C", "C", "C", "H", "H", "H", "C", "H", "H", "H", "N", "C", "C", "C", "C", "H", "C", "H", "C", "H", "C", "C", "C", "C", "C", "C", "H", "C", "H", "C", "H", "C", "C", "Gd", "H", "H", "H", "H", "H", "H", "H", "H", "H", "H", "H", "H", "H", "C", "Si", "H", "H", "C", "C", "C", "H", "H", "H", "H", "H", "H", "H", "H", "H", "O", "N", "O"], "coordinates": [[-3.84641, 1.72894, -1.99064], [-2.72057, 1.57026, -4.08678], [-4.99987, 1.38009, -1.22015], [-4.72055, 1.10781, 0.20546], [-5.39396, 0.49156, -1.70540], [-5.68699, 2.20407, -1.33783], [-3.86855, 0.48870, 0.45574], [-5.57924, 0.65657, 0.66050], [-4.62347, 2.01344, 0.78074], [-3.08524, 2.84711, -1.50343], [-3.79861, 4.12340, -1.84301], [-2.10258, 2.83450, -1.98322], [-2.95375, 2.72578, -0.41736], [-3.93451, 4.24284, -2.93196], [-3.23985, 4.98987, -1.47303], [-4.80615, 4.15823, -1.40365], [-1.70881, 2.03900, -5.02134], [-3.97103, 1.29378, -4.74507], [-0.78056, 2.92975, -4.31996], [-2.28093, 2.52922, -5.80639], [-1.26966, 1.17813, -5.48482], [-1.32544, 3.79353, -3.95111], [-0.05435, 3.33634, -5.00501], [-0.25188, 2.45207, -3.51105], [-4.75643, 2.54252, -5.00458], [-4.54325, 0.59713, -4.15452], [-3.70069, 0.80789, -5.67538], [-5.12383, 3.01973, -4.09805], [-5.61225, 2.26985, -5.61873], [-4.21349, 3.26382, -5.61219], [-2.63195, 1.12707, -3.11930], [0.85951, 0.06504, 1.02488], [2.08527, -0.09566, 1.55435], [3.20874, -0.47574, 0.81269], [3.35699, -0.53378, -0.57996], [2.29997, 0.15466, 3.02180], [1.49789, -0.22612, 3.65444], [2.38732, 1.23003, 3.21162], [3.23383, -0.31475, 3.34104], [4.72677, -0.54580, -1.21572], [4.84078, 0.27460, -1.94790], [4.90585, -1.50113, -1.73769], [5.49044, -0.43544, -0.43575], [2.30588, -0.58389, -1.40974], [-0.10688, 0.91798, 1.64820], [-1.15950, 0.38095, 2.42209], [-1.30174, -1.09294, 2.66342], [-2.15728, 1.22907, 2.92233], [-2.98114, 0.77647, 3.48749], [-2.09635, 2.60172, 2.69054], [-2.87441, 3.25535, 3.12116], [-0.99878, 3.15281, 2.04277], [-0.92091, 4.24169, 1.88677], [0.00081, 2.32946, 1.51295], [1.18585, 2.91541, 0.80686], [2.41242, -0.63745, -2.84211], [2.47795, -1.89006, -3.49567], [2.82632, -3.11704, -2.70780], [2.24196, -1.94687, -4.85558], [2.25350, -2.92146, -5.34905], [1.98786, -0.78862, -5.59780], [1.76670, -0.85011, -6.65491], [2.04213, 0.46200, -4.94460], [1.89600, 1.36788, -5.52657], [2.29264, 0.55579, -3.58578], [2.35146, 1.85407, -2.84213], [0.13549, -1.14061, -1.02461], [-1.97738, -1.57519, 1.94711], [-1.74860, -1.22284, 3.65826], [-0.34551, -1.61794, 2.66146], [1.44936, 2.36849, -0.10634], [2.08564, 2.91132, 1.44135], [0.99933, 3.96118, 0.52958], [2.56759, -4.01039, -3.28873], [2.31337, -3.20934, -1.73920], [3.90071, -3.15440, -2.48236], [3.14192, 1.83550, -2.08009], [1.40746, 2.06151, -2.31180], [2.54680, 2.68992, -3.52416], [4.12915, -0.64165, 1.38030], [-1.49127, -0.05419, -2.17528], [-2.05511, -1.49388, -3.12317], [-0.66071, 0.64322, -2.47085], [-1.98589, 0.23668, -1.21407], [-3.84149, -1.95859, -2.89311], [-1.08602, -3.10261, -2.60143], [-1.60886, -1.48072, -4.99871], [-1.58285, -2.52387, -5.35915], [-0.61229, -1.03610, -5.14887], [-2.37192, -0.94360, -5.57839], [-3.96879, -2.51860, -1.96628], [-4.19393, -2.59177, -3.70346], [-4.49356, -1.10247, -2.86016], [-1.20680, -3.42066, -1.54848], [-0.03060, -3.17556, -2.90084], [-1.58093, -3.85575, -3.19462], [1.91039, -3.64532, 0.96305], [1.16922, -3.09802, 0.16221], [-0.09265, -2.90266, 0.47521]], "forces_ev_per_angstrom": [[0.41, -0.02, 0.23], [-0.74, 0.18, -0.16], [0.58, -0.01, -0.86], [-0.13, 0.29, 1.25], [-0.16, 0.02, -0.14], [-0.67, 0.07, 0.12], [0.30, -0.24, -0.37], [-0.63, -0.55, 0.12], [0.33, 0.53, 0.16], [-0.60, -0.21, 0.43], [-0.39, 0.77, -0.20], [-0.12, -0.26, 0.15], [0.22, 0.18, -0.30], [0.25, -0.06, 0.44], [-0.12, -0.10, -0.03], [0.33, 0.04, 0.01], [-0.34, -0.56, -0.24], [-0.53, 0.02, -0.44], [0.28, 1.06, 0.19], [0.11, 0.27, 0.15], [0.50, -0.60, -0.03], [-0.06, 0.11, 0.28], [0.38, -0.04, -0.35], [0.11, -0.15, 0.17], [-0.41, 0.23, -0.31], [0.12, -0.17, 0.35], [-0.07, -0.19, -0.20], [0.10, -0.13, -0.04], [-0.19, -0.08, 0.04], [0.15, 0.13, 0.13], [0.74, -0.09, -0.72], [0.28, 0.17, -0.65], [-1.34, -0.04, -0.27], [0.92, -0.15, -0.27], [-0.70, -0.16, -0.62], [0.34, 0.21, 0.19], [-0.12, 0.01, -0.21], [-0.04, -0.08, 0.01], [-0.13, 0.12, -0.04], [0.37, -0.11, 0.40], [-0.12, -0.37, 0.32], [-0.09, 0.44, 0.15], [-0.12, 0.00, -0.32], [0.49, 0.30, -0.40], [-0.08, 0.24, 0.94], [-0.25, 0.26, -0.64], [0.03, -0.11, 0.63], [0.23, 0.10, -0.30], [0.31, 0.32, -0.19], [-0.43, 0.13, 0.82], [0.45, -0.36, -0.36], [0.17, 0.08, -0.56], [-0.05, -0.61, 0.20], [-0.20, -0.60, -0.02], [0.32, 0.43, -0.21], [0.20, -0.05, 0.02], [-0.08, 0.56, 0.97], [-0.16, -0.72, 0.05], [-0.15, 0.19, -0.96], [0.01, 0.29, 0.09], [0.23, 0.33, 1.00], [0.06, 0.03, 0.00], [0.02, -0.59, -0.81], [0.07, -0.03, 0.04], [-0.43, -0.61, 0.52], [0.05, 0.45, 0.00], [2.34, -1.20, 2.71], [0.19, 0.01, 0.01], [0.04, -0.12, -0.24], [-0.17, 0.00, -0.17], [-0.09, -0.02, 0.23], [-0.22, -0.06, -0.13], [0.02, -0.21, 0.10], [0.20, 0.10, 0.10], [0.20, 0.22, -0.39], [-0.23, -0.03, -0.16], [-0.24, 0.07, -0.19], [0.30, -0.04, -0.06], [-0.07, -0.14, 0.13], [-0.37, 0.20, -0.20], [-0.61, 1.72, -0.04], [0.67, -1.41, -1.44], [-0.93, -0.39, 0.02], [0.24, 0.03, -0.83], [0.09, -0.10, 0.23], [-0.32, 0.55, 0.47], [-0.23, 0.22, 0.72], [-0.01, 0.42, 0.16], [-0.32, -0.13, -0.10], [0.32, -0.09, -0.03], [-0.08, 0.02, 0.09], [0.10, -0.15, -0.13], [-0.30, 0.34, 0.11], [0.13, 0.01, -0.40], [-0.01, 0.14, 0.10], [-0.23, -0.38, -0.21], [-1.71, 0.59, -1.16], [0.61, -0.37, 1.26], [0.86, -0.32, 0.10]], "mulliken_spin": [0.00, 0.01, 0.00, 0.00, 0.00, 0.00, 0.00, 0.00, 0.00, 0.00, 0.00, 0.00, 0.00, 0.00, 0.00, 0.00, 0.00, 0.00, 0.00, 0.00, 0.00, 0.00, 0.00, 0.00, 0.00, 0.00, 0.00, 0.00, 0.00, 0.00, 0.00, -0.10, 0.02, 0.00, 0.00, 0.00, 0.00, 0.00, 0.00, 0.00, 0.00, 0.00, 0.00, -0.09, 0.00, -0.02, 0.01, 0.00, 0.00, 0.00, 0.00, 0.00, 0.00, -0.01, 0.00, 0.00, 0.00, 0.00, 0.00, 0.00, 0.00, 0.00, 0.00, 0.00, 0.01, 0.00, 7.37, 0.00, 0.00, 0.00, 0.00, 0.00, 0.00, 0.00, 0.00, 0.00, 0.00, 0.00, 0.00, 0.00, 0.04, -0.04, -0.08, -0.06, 0.00, 0.03, 0.00, 0.00, 0.00, 0.00, 0.00, 0.00, 0.00, -0.01, -0.01, 0.00, 0.00, 0.00, -0.04], "charge": 1, "gap_ha": [0.2465, 0.3033], "energy_ev": -76509.890, "multiplicity": 8, "lumo_ev": [-3.39, -1.91], "e_homo_ev": [-10.0958, -10.1589]}

[3]
{"formula": "C4H11IN2", "method": "ωB97M-V with the def2-TZVPD basis set", "species": ["C", "C", "C", "C", "N", "N", "I", "H", "H", "H", "H", "H", "H", "H", "H", "H", "H", "H"], "coordinates": [[0.22746, 2.11934, 0.28367], [-1.76431, 0.74239, -0.12781], [0.74497, -2.54413, 0.36390], [-0.29125, 0.84427, -0.35713], [0.14373, -1.42251, -0.34055], [0.36232, -0.30420, 0.25516], [2.76478, 0.01372, 0.10997], [-0.36663, 2.89516, -0.05923], [0.46893, 2.20047, 1.35605], [1.21324, 2.14960, -0.16323], [-1.90971, 0.94942, 0.94864], [-2.13863, -0.21783, -0.50122], [-2.32327, 1.62818, -0.60486], [0.55901, -2.35901, 1.40146], [0.20007, -3.48830, 0.07028], [1.77291, -2.55836, 0.08349], [-0.01404, 0.91276, -1.36457], [0.35044, -1.56097, -1.35404]], "forces_ev_per_angstrom": [[2.21, -1.30, 0.04], [-1.39, 1.18, -0.09], [-2.25, -1.01, -0.66], [0.43, 0.70, 1.96], [0.11, -2.20, -1.11], [0.53, 0.81, 0.65], [-0.01, 0.22, 0.01], [-1.00, 1.79, -0.47], [-0.87, -0.60, -0.23], [0.28, 1.01, -0.10], [-0.28, -0.82, -0.34], [-0.34, 0.34, 0.42], [0.95, -1.44, 0.26], [0.35, -0.09, 0.65], [0.74, 0.90, 0.19], [0.97, -0.34, 0.19], [0.11, -0.07, -1.90], [-0.51, 0.92, 0.53]], "nbo_charge": [-0.63, -0.61, -0.43, -0.10, -0.35, -0.15, -0.23, 0.21, 0.23, 0.23, 0.22, 0.22, 0.22, 0.22, 0.21, 0.22, 0.18, 0.34], "gap_ha": [0.2933, 0.2933], "smiles": "CNN(I)C(C)C", "energy_ev": -15404.973, "lumo_ev": [-0.50, -0.50], "e_homo_ev": [-8.4793, -8.4793]}

[4]
{"formula": "C16H28Cl2CsF10KN2NaO15P2S", "method": "ωB97M-V with the def2-TZVPD basis set", "species": ["C", "C", "C", "O", "C", "C", "C", "O", "C", "C", "C", "C", "N", "N", "C", "P", "O", "O", "H", "H", "H", "H", "H", "H", "H", "H", "H", "H", "H", "H", "H", "H", "H", "H", "H", "H", "H", "H", "F", "C", "F", "F", "F", "S", "O", "O", "O", "Cs", "K", "O", "Cl", "O", "O", "O", "C", "C", "C", "O", "C", "O", "O", "H", "H", "H", "H", "H", "H", "Na", "F", "P", "F", "F", "F", "F", "F", "O", "H", "H", "Cl"], "coordinates": [[-5.28067, -2.10420, -0.87587], [-4.02567, -1.07437, -1.22783], [-2.64710, -1.71400, -0.53817], [-1.99997, -0.72415, 0.37314], [-1.14823, -1.51191, 1.27729], [0.37454, -0.94015, 1.47704], [1.16232, -0.89819, 2.91302], [0.46816, -1.36191, 4.14490], [0.02636, -0.15075, 4.88192], [-1.52646, 0.29278, 4.57917], [-1.51416, 1.50654, 3.47293], [2.69272, -0.36015, 3.03675], [3.38756, 0.10887, 1.81705], [2.70680, 0.10658, 0.64581], [1.32542, -0.32328, 0.24639], [0.64008, -0.18583, -1.56739], [-0.58819, 1.09695, -1.61612], [1.98662, 0.53696, -2.47006], [-5.50778, -2.15349, 0.28544], [-5.06978, -3.17671, -1.32399], [-6.23228, -1.68395, -1.41267], [-3.89546, -1.08306, -2.39492], [-4.25736, 0.00024, -0.79216], [-1.83274, -1.95039, -1.37163], [-3.00845, -2.68853, 0.02907], [-1.66307, -1.46519, 2.35330], [-1.05217, -2.65427, 0.98960], [0.69693, 0.78995, 4.64717], [0.06636, -0.45598, 6.03508], [-1.93135, 0.77732, 5.59230], [-2.25150, -0.58788, 4.31889], [-1.27794, 2.54211, 4.01337], [-2.52949, 1.66818, 2.90669], [-0.62795, 1.36134, 2.69302], [3.29087, -0.35373, 4.06916], [3.26809, 0.49158, -0.17754], [-0.09829, 1.99290, -1.64331], [2.08165, 1.45734, -2.03793], [2.48345, 2.93946, -2.34782], [-0.09269, 1.16071, -6.09135], [-1.30495, 1.02436, -6.71903], [-0.24517, 0.58038, -4.85754], [0.77542, 0.35082, -6.77869], [0.48391, 2.93572, -5.99703], [-0.55373, 3.64642, -5.23724], [0.59044, 3.38905, -7.39069], [1.77877, 2.89284, -5.30405], [0.97489, 1.93336, 1.52211], [2.25737, 4.85061, -4.95877], [0.01793, -5.33595, 2.16798], [0.15827, -5.41968, 0.72722], [0.21520, -6.81219, 0.32709], [1.37828, -4.74977, 0.32052], [-0.97833, -4.78074, 0.09278], [8.60404, 4.80509, 1.79769], [7.26973, 4.48177, 2.43881], [6.71234, 3.15352, 2.02476], [5.31695, 3.34642, 2.17028], [5.09213, 4.68438, 2.00287], [3.98949, 5.18733, 1.87104], [6.26707, 5.38380, 2.00047], [8.96530, 5.77800, 2.14764], [9.35541, 4.04703, 2.03854], [8.51228, 4.88090, 0.70858], [7.34542, 4.56215, 3.52976], [7.05855, 2.33911, 2.66774], [6.92157, 2.89679, 0.98056], [7.11488, 3.55766, 4.91473], [-7.50391, -2.37383, -4.38966], [-8.36559, -3.26738, -3.44800], [-9.10455, -2.70541, -2.19745], [-7.56677, -4.49696, -3.97503], [-7.26617, -3.08638, -2.35925], [-9.37156, -4.45685, -3.43885], [-9.38297, -2.48594, -4.33230], [-5.25822, -5.75754, -2.29645], [-4.91638, -6.48645, -2.83568], [-6.05586, -5.47225, -2.76695], [4.11933, -2.24793, 3.92177]], "forces_ev_per_angstrom": [[0.07, 0.84, -0.45], [0.08, -1.19, 0.70], [-1.04, -0.01, -1.73], [1.22, -2.44, 0.75], [0.02, 0.04, 1.52], [4.13, 0.57, 1.40], [-0.69, -0.41, -2.38], [1.57, 3.28, -2.92], [-1.28, -0.04, 1.44], [0.15, 1.16, 0.49], [0.12, 0.42, 0.01], [-1.26, -0.59, -2.53], [-2.97, -1.10, 2.49], [-2.52, -2.22, -1.73], [1.57, -1.38, 4.31], [0.48, 1.76, -2.75], [3.69, 0.14, 1.03], [-3.13, -1.61, 3.84], [0.68, 0.05, -2.32], [-0.41, 2.25, 1.09], [2.00, -0.89, 1.25], [-0.25, 0.35, 2.36], [0.67, -2.16, -1.05], [-1.85, 0.12, 1.79], [1.17, 2.03, -1.01], [1.39, -0.20, -2.18], [-0.01, 2.08, 0.30], [-1.01, -1.94, 0.63], [0.26, 0.71, -2.62], [0.84, -1.15, -2.16], [1.69, 1.61, 0.34], [-0.41, -2.17, -1.00], [2.04, -0.55, 1.02], [-3.84, -0.44, 2.82], [-1.55, 0.27, -2.47], [-0.90, -0.80, 1.32], [-1.00, -1.70, -0.41], [0.76, 0.73, -1.73], [-0.22, 0.15, 1.00], [-0.86, -2.40, 0.01], [1.40, 0.73, 0.63], [0.33, 1.12, -1.18], [-0.58, 1.29, 0.63], [-1.12, 0.55, -0.97], [1.14, -0.81, -0.39], [0.11, -0.70, 1.30], [-1.76, -4.15, -1.30], [0.41, 4.96, -0.43], [1.26, 3.95, 1.44], [-0.05, 0.20, -0.17], [0.34, -0.82, 0.06], [-0.05, 0.54, 0.12], [-0.17, 0.16, 0.04], [-0.06, 0.35, 0.07], [0.22, 0.53, 0.16], [0.98, 0.40, -1.46], [0.10, -0.81, -0.06], [-0.23, 0.69, 0.31], [-3.39, 1.37, -0.68], [2.98, -1.38, 0.50], [-0.38, -0.48, 0.44], [-0.01, -0.19, -0.01], [-0.10, 0.04, -0.02], [-0.16, -0.20, 0.25], [0.20, 0.95, -0.77], [-0.19, -0.25, -0.19], [0.20, 0.09, 0.19], [-0.38, -1.03, 1.26], [5.18, 2.12, -1.11], [-0.44, 0.37, -0.10], [-4.73, 2.37, 2.21], [4.97, -2.24, -2.58], [4.93, -1.54, 1.31], [-4.99, -2.06, 1.73], [-5.43, 0.53, -1.82], [-0.03, -0.38, -0.31], [-0.08, 0.33, 0.25], [0.03, 0.22, 0.03], [0.21, 0.01, 0.09]], "lowdin_charge": [-0.14, -0.19, -0.18, -0.24, -0.14, -0.05, -0.13, -0.11, -0.18, -0.19, -0.19, -0.26, -0.04, -0.24, -0.41, 1.03, -0.34, -0.35, 0.09, 0.09, 0.07, 0.12, 0.11, 0.13, 0.14, 0.14, 0.14, 0.12, 0.15, 0.12, 0.13, 0.09, 0.11, -0.18, 0.00, 0.16, 0.06, -0.05, -0.62, -0.55, 0.10, 0.09, 0.09, 0.47, -0.33, -0.33, -0.59, 1.42, 0.98, -0.39, 0.62, -0.38, -0.40, -0.40, 0.01, -0.38, -0.10, 0.07, -0.48, 0.17, 0.11, 0.10, 0.10, 0.11, 0.08, 0.15, 0.17, 0.87, -0.14, -0.03, -0.15, -0.15, -0.18, -0.15, -0.15, -0.07, 0.03, 0.01, -0.18], "charge": -1, "gap_ha": 0.0937, "energy_ev": -153642.512, "lumo_ev": -3.31, "e_homo_ev": -5.8641}